# 1
{"formula": "C4H12N2O2", "method": "ωB97M-V with the def2-TZVPD basis set", "species": ["C", "N", "C", "C", "C", "N", "O", "H", "H", "H", "H", "H", "H", "H", "H", "H", "H", "O", "H", "H"], "xyz": [[-0.8836, -1.1179, -1.8515], [0.2033, -0.1207, -2.0370], [0.9130, 0.3163, -0.8778], [1.5457, -0.7510, 0.0174], [0.1210, 1.3526, -0.0668], [-0.6347, 2.2368, -0.7796], [0.3432, 1.4476, 1.1275], [-1.7581, -0.7312, -2.3653], [-0.5292, -2.1390, -1.9735], [-1.2227, -1.0423, -0.8079], [0.8123, -0.5017, -2.7544], [1.7289, 0.9779, -1.2591], [0.7736, -1.4307, 0.3702], [2.0633, -0.3849, 0.8880], [2.2186, -1.3281, -0.6216], [-1.2707, 2.8710, -0.3284], [-0.7448, 2.0431, -1.7623], [-1.1914, -2.4116, 3.8162], [-1.6981, -2.2537, 4.6031], [-0.9772, -1.4820, 3.6034]], "nbo_charge": [-0.439, -0.647, -0.138, -0.624, 0.662, -0.830, -0.626, 0.206, 0.200, 0.196, 0.364, 0.216, 0.207, 0.242, 0.200, 0.403, 0.408, -0.929, 0.461, 0.469], "homo_energy_ev": -9.125, "homo_lumo_gap_ev": 9.9, "smiles": "CN[C@H](C)C(N)=O.O"}

# 2
{"formula": "CH2N4S2", "method": "ωB97M-V with the def2-TZVPD basis set", "species": ["S", "C", "N", "N", "N", "N", "S", "H", "H"], "xyz": [[-1.7955, -1.1002, -0.1498], [-0.5650, 0.1375, -0.1159], [-0.7749, 1.4218, -0.1550], [0.4504, 1.9870, -0.1520], [1.4004, 1.1243, -0.1265], [0.7767, -0.0542, -0.1260], [1.6547, -1.4959, -0.2284], [-2.9072, -0.3653, -0.0395], [1.7603, -1.6549, 1.0931]], "nbo_charge": [0.062, 0.176, -0.313, -0.055, -0.050, -0.370, 0.259, 0.170, 0.121], "homo_energy_ev": -9.854, "homo_lumo_gap_ev": 10.2, "smiles": "Sc1nnnn1S"}

# 3
{"formula": "C9H8N2", "method": "ωB97M-V with the def2-TZVPD basis set", "species": ["C", "C", "C", "C", "C", "N", "C", "C", "N", "C", "C", "H", "H", "H", "H", "H", "H", "H", "H"], "xyz": [[-1.8736, -1.9824, 1.6850], [-2.2106, -0.6327, 1.6149], [-1.3609, 0.1966, 0.8396], [-0.2715, -0.3004, 0.2944], [0.5493, 0.6414, -0.4905], [0.7629, 1.9392, -0.1966], [1.5860, 2.4925, -1.2021], [1.9686, 1.4424, -2.0700], [1.3318, 0.3479, -1.5946], [0.0586, -1.6372, 0.4037], [-0.7941, -2.4912, 1.0582], [-2.6261, -2.5299, 2.1128], [-3.0730, -0.2279, 2.0065], [-1.5624, 1.2798, 0.7881], [1.8855, 3.4717, -1.3695], [2.6748, 1.3301, -2.6155], [1.3494, -0.4997, -1.9741], [1.0895, -1.7234, -0.0318], [-0.3118, -3.4846, 0.8226]], "nbo_charge": [-0.222, -0.180, -0.160, -0.115, 0.319, -0.457, -0.083, -0.079, -0.485, -0.194, -0.218, 0.212, 0.211, 0.235, 0.205, 0.172, 0.393, 0.210, 0.235], "homo_energy_ev": -8.323, "homo_lumo_gap_ev": 9.1, "smiles": "c1ccc(-c2ncc[nH]2)cc1"}

# 4
{"formula": "C9H13N2", "method": "ωB97M-V with the def2-TZVPD basis set", "species": ["C", "C", "C", "C", "C", "C", "C", "C", "C", "N", "N", "H", "H", "H", "H", "H", "H", "H", "H", "H", "H", "H", "H", "H"], "xyz": [[3.5348, -0.0367, -0.4102], [2.9662, 1.1666, -0.0075], [2.7398, -1.2538, -0.3728], [1.6003, 1.2378, 0.3020], [1.4251, -1.1626, -0.0061], [0.8262, 0.0569, 0.3181], [-0.4948, 0.2348, 0.7461], [-1.6948, -0.6195, 0.6259], [-2.1923, 0.0518, -0.7807], [-1.4657, -2.0438, 0.4592], [-2.9231, 1.3828, -0.4581], [4.4655, 0.0056, -0.8612], [3.5209, 2.1102, -0.0253], [3.1030, -2.3321, -0.5221], [1.1714, 2.1970, 0.8340], [0.9361, -2.1483, 0.1688], [-0.8790, 1.1770, 1.1063], [-2.5057, -0.4498, 1.4129], [-1.3685, 0.1830, -1.5075], [-1.0953, -2.1290, -0.4820], [-2.3874, -2.5062, 0.4642], [-3.9085, 1.3108, -0.6716], [-2.5701, 2.1356, -0.9902], [-2.8040, 1.4321, 0.6577]], "nbo_charge": [-0.116, -0.227, -0.199, -0.112, -0.167, -0.196, 0.040, -0.128, -0.231, -0.802, -0.724, 0.229, 0.240, 0.250, 0.226, 0.250, 0.186, 0.217, 0.205, 0.363, 0.382, 0.437, 0.432, 0.446], "homo_energy_ev": [-11.992, -11.506], "homo_lumo_gap_ev": [7.3, 6.7], "charge": 1}

# 5
{"formula": "C36H34CoNO3P2S6Sb", "method": "ωB97M-V with the def2-TZVPD basis set", "species": ["Co", "O", "P", "C", "P", "O", "C", "C", "C", "C", "C", "C", "C", "C", "C", "C", "C", "C", "C", "C", "C", "C", "C", "C", "C", "C", "C", "C", "C", "C", "H", "H", "H", "H", "H", "H", "H", "H", "H", "H", "H", "H", "H", "H", "H", "H", "H", "H", "H", "H", "H", "H", "S", "C", "N", "C", "C", "C", "C", "C", "C", "S", "H", "H", "H", "H", "S", "Sb", "S", "S", "S", "C", "C", "C", "O", "C", "H", "H", "H", "H", "H", "H", "H", "H"], "xyz": [[-2.0962, 0.4349, 0.8074], [0.1596, 0.4601, 1.4930], [1.6228, 0.2766, 1.5149], [2.5807, 1.3074, 0.3104], [1.9250, 1.1264, -1.4072], [0.5342, 0.6734, -1.4454], [3.0102, -0.0194, -2.2803], [2.3442, -0.9583, -3.0712], [3.0497, -1.8026, -3.9072], [4.4368, -1.7167, -3.9712], [5.1045, -0.7869, -3.1836], [4.4021, 0.0621, -2.3473], [2.1389, 2.7884, -2.0900], [1.0755, 3.2716, -2.8500], [1.1387, 4.5341, -3.4140], [2.2622, 5.3281, -3.2177], [3.3231, 4.8471, -2.4606], [3.2738, 3.5793, -1.9077], [2.1375, -1.4383, 1.2716], [1.1706, -2.3713, 1.6428], [1.4314, -3.7275, 1.5408], [2.6659, -4.1615, 1.0754], [3.6324, -3.2336, 0.7080], [3.3764, -1.8753, 0.8059], [2.3019, 0.8915, 3.0730], [1.6506, 1.9926, 3.6296], [2.1590, 2.5879, 4.7705], [3.3078, 2.0815, 5.3687], [3.9383, 0.9671, 4.8302], [3.4418, 0.3736, 3.6813], [3.6543, 1.1165, 0.3708], [2.3815, 2.3345, 0.6280], [1.2634, -1.0076, -3.0003], [2.5227, -2.5287, -4.5129], [4.9922, -2.3719, -4.6301], [6.1859, -0.7284, -3.2294], [4.9344, 0.7868, -1.7412], [0.1853, 2.6581, -2.9469], [0.3036, 4.9057, -3.9939], [2.3080, 6.3222, -3.6449], [4.1879, 5.4777, -2.2893], [4.1046, 3.2129, -1.3145], [0.2013, -2.0197, 1.9893], [0.6663, -4.4399, 1.8212], [2.8742, -5.2213, 0.9906], [4.5903, -3.5752, 0.3330], [4.1372, -1.1636, 0.5035], [0.7446, 2.3594, 3.1539], [1.6620, 3.4477, 5.2010], [3.7056, 2.5482, 6.2614], [4.8199, 0.5611, 5.3123], [3.9259, -0.4965, 3.2526], [-2.7558, 1.9609, -1.1976], [-2.8997, 0.3594, -1.6364], [-2.4419, -0.6388, -0.9174], [-2.7428, -1.8674, -1.4464], [-2.4106, -3.1094, -0.9046], [-2.8307, -4.2637, -1.5425], [-3.5657, -4.2130, -2.7255], [-3.8879, -2.9884, -3.2928], [-3.4758, -1.8309, -2.6526], [-3.7635, -0.1766, -3.1134], [-1.8483, -3.1472, 0.0184], [-2.5874, -5.2284, -1.1132], [-3.8900, -5.1288, -3.2062], [-4.4543, -2.9278, -4.2142], [-4.9366, 0.7709, 4.6799], [-2.6601, 1.0856, 4.5148], [-2.2790, 2.0433, 2.2811], [-2.2690, -1.4434, 2.0134], [-1.7298, -1.2480, 3.9603], [-6.7611, 1.0481, 1.3116], [-6.8039, -0.3877, 0.7922], [-5.3741, -0.8256, 1.0852], [-4.5641, 0.3274, 0.8545], [-5.3915, 1.4943, 0.8202], [-6.7696, 1.0416, 2.4031], [-7.5631, 1.6849, 0.9317], [-6.9994, -0.4009, -0.2854], [-7.5383, -1.0161, 1.2983], [-5.0148, -1.6331, 0.4424], [-5.2700, -1.1292, 2.1308], [-5.4372, 1.8536, -0.2161], [-4.9347, 2.2639, 1.4421]], "mulliken_spin": [1.082, -0.009, 0.015, 0.000, 0.000, -0.003, 0.000, 0.000, 0.000, 0.000, 0.000, 0.000, 0.000, -0.001, 0.000, 0.000, 0.000, 0.000, -0.005, 0.009, -0.001, 0.000, 0.000, -0.002, 0.002, 0.004, 0.000, 0.000, 0.000, -0.001, 0.000, 0.000, 0.000, 0.000, 0.000, 0.000, 0.000, 0.000, 0.000, 0.000, 0.000, 0.000, 0.002, 0.000, 0.000, 0.000, 0.000, -0.001, 0.000, 0.000, 0.000, 0.000, -0.008, 0.010, 0.007, -0.008, 0.005, 0.000, 0.001, -0.001, 0.000, 0.000, -0.004, 0.000, 0.000, 0.000, -0.003, -0.004, -0.049, -0.048, 0.001, 0.001, 0.001, -0.002, 0.008, -0.004, 0.000, 0.000, 0.000, 0.000, 0.001, 0.001, 0.000, 0.003], "homo_energy_ev": [-0.406, -0.407], "spin_multiplicity": 2, "s_squared": 0.87, "homo_lumo_gap_ev": [4.0, 4.0], "charge": -2}

# 6
{"formula": "C2H4N3O", "method": "ωB97M-V with the def2-TZVPD basis set", "species": ["C", "C", "N", "N", "N", "O", "H", "H", "H", "H"], "xyz": [[1.1011, 1.1073, 0.3078], [-2.3263, 0.1112, -0.0576], [1.4992, -0.0086, 0.1471], [1.9888, -1.0692, -0.1237], [-1.6456, -0.7810, -0.1772], [-0.7518, -1.6146, -0.1765], [1.2218, 1.4301, 1.3378], [-3.1356, 0.7240, -0.4597], [0.8126, 1.8736, -0.5803], [1.2360, -1.7728, -0.2176]], "nbo_charge": [-0.087, 0.041, 0.095, -0.066, 0.186, -0.489, 0.287, 0.280, 0.320, 0.432], "homo_energy_ev": -14.787, "homo_lumo_gap_ev": 8.5, "charge": 1}

# 7
{"formula": "C10H16", "method": "ωB97M-V with the def2-TZVPD basis set", "species": ["C", "C", "C", "C", "C", "C", "C", "H", "H", "H", "H", "H", "H", "H", "H", "C", "C", "C", "H", "H", "H", "H", "H", "H", "H", "H"], "xyz": [[0.6076, -0.9584, 2.9199], [1.0012, -0.9106, 1.4752], [0.4300, -1.7983, 0.5732], [0.7769, -1.7892, -0.7723], [1.8145, -0.9738, -1.1847], [2.3748, -0.0725, -0.2997], [1.9455, -0.0012, 1.0255], [1.2960, -1.6613, 3.4166], [-0.3967, -1.3280, 3.1104], [0.7784, -0.0144, 3.4305], [-0.3900, -2.4122, 0.9250], [0.1237, -2.2940, -1.4690], [2.1456, -0.9308, -2.2146], [3.1356, 0.6136, -0.6594], [2.5126, 0.6400, 1.6962], [-2.1411, 1.0778, 0.1191], [-2.1245, 1.5285, -1.3522], [-0.8056, 1.2119, -2.1007], [-2.9734, 0.4132, 0.3624], [-2.2716, 1.9191, 0.8008], [-1.2288, 0.5518, 0.4090], [-2.8843, 0.9293, -1.8502], [-2.4354, 2.5617, -1.5108], [0.0244, 0.8164, -1.5140], [-0.9956, 0.7111, -3.0397], [-0.3196, 2.1702, -2.2966]], "nbo_charge": [-0.633, -0.006, -0.226, -0.188, -0.236, -0.200, -0.228, 0.220, 0.219, 0.218, 0.208, 0.215, 0.215, 0.211, 0.213, -0.617, -0.407, -0.629, 0.203, 0.204, 0.213, 0.194, 0.201, 0.223, 0.207, 0.203], "homo_energy_ev": -9.053, "homo_lumo_gap_ev": 10.1, "smiles": "Cc1ccccc1.CCC"}

Computed energy above the lowest of the compared OMol25 structures with the same formula, charge and spin, in the same sequence as the records: 30.88; 2.44; 59.64; 100.92; 9.31; 134.39; 17.13 kcal/mol.